Computed, not measured: a molecular structure, C17H18BN7O3ReS, with ωB97M-V with the def2-TZVPD basis set.

The expectation value of S² is 3.845. The calculation puts the total energy at -1767.01273 Eh. Its LUMO energy (spin up / spin down) is -16.1 / -16.3 eV. As for the spin multiplicity: 4. The gap between HOMO and LUMO (spin up / spin down) comes out at 6.0 / 5.8 eV. The total charge is +4.

Geometry (Å):
C1 0.5667 3.1235 -0.4398
N1 0.7674 1.8456 -0.9404
N2 0.9311 1.8407 -2.3170
C2 0.8357 3.0993 -2.6714
C3 0.6122 3.9205 -1.5444
B1 1.0975 0.5357 -3.1431
N3 2.2358 -0.3435 -2.6008
N4 2.3068 -0.6446 -1.2399
C4 3.4315 -1.4363 -1.0936
C5 4.0405 -1.6159 -2.3385
C6 3.2596 -0.9133 -3.2517
Re1 0.8162 0.1249 -0.0425
N5 -0.2241 -0.2731 -3.2240
N6 -0.8210 -0.7726 -2.0909
C7 -1.9710 -1.3580 -2.5128
C8 -2.1092 -1.2285 -3.9192
C9 -0.9651 -0.5372 -4.3246
H1 -2.6628 -1.8419 -1.8361
H2 -0.6202 -0.2083 -5.2928
H3 -2.8976 -1.5755 -4.5609
H4 1.3721 0.9031 -4.2414
H5 3.3539 -0.7685 -4.3185
H6 0.9352 3.3070 -3.6930
H7 4.9323 -2.1771 -2.5591
H8 0.4968 4.9565 -1.5274
H9 3.7164 -1.7975 -0.1153
H10 0.4205 3.2255 0.6332
H11 0.0041 -1.5316 -0.1710
C10 0.6120 -1.6634 0.8233
H12 1.4594 -2.4122 0.6636
H13 1.3176 -0.5787 1.4855
H14 -0.1060 -1.8428 1.6974
O1 -0.2554 2.7973 4.8537
S1 0.0637 1.4341 4.4875
O2 1.3849 0.8926 4.7253
N7 0.0535 1.5204 2.7800
C11 -0.8260 0.8494 2.1319
O3 -0.7166 0.8062 0.8042
C12 -1.7317 0.0317 2.9917
C13 -2.7438 -0.8718 2.6133
C14 -3.4121 -1.5747 3.6302
C15 -3.0603 -1.3941 4.9761
C16 -2.0249 -0.4971 5.3302
C17 -1.3675 0.2082 4.3243
H15 -2.9916 -0.9999 1.5589
H16 -4.2037 -2.2672 3.3695
H17 -3.5767 -1.9454 5.7610
H18 -1.7360 -0.3515 6.3695

Forces on atoms 1 to 6 (eV/Å):
C 0.0 -0.7 -1.7
N 0.5 -1.4 0.1
N 0.1 0.6 1.3
C 0.0 -0.3 0.3
C 0.0 -0.2 0.8
B 0.6 0.5 -1.2